Entry 1:
A molecular structure, C64H56N7O4P2Pt. Source: the Open Molecules 2025 dataset; level of theory: the ωB97M-V functional and the def2-TZVPD basis.

Energy above the lowest of the compared OMol25 structures with the same formula, charge and spin   99.3 kJ/mol
Electronic energy   -107698.9669 eV
Total charge   +3
2S+1   1
HOMO energy   -14.1 eV
Frontier orbital gap   4.51 eV

Last column: Mulliken charge in e.
CARTESIAN COORDINATES (ANGSTROEM)
Pt -0.0007 -0.1569 -0.0142  2.91
O -3.5566 -1.5808 -0.3768  0.25
C -4.4469 -0.6992 -0.9090  0.02
C -5.7830 -0.9085 -1.2137  -0.97
C -6.5379 0.1363 -1.7248  -1.09
C -5.9674 1.3754 -1.9673  -1.22
C -4.6228 1.5572 -1.7141  -0.07
C -3.8644 0.5206 -1.1613  0.84
P -2.0726 0.8706 -1.0069  1.31
C -1.8294 1.1883 -2.7742  1.81
C -1.8921 2.4768 -3.2960  -0.43
C -1.8020 2.6647 -4.6703  -0.83
C -1.6411 1.5756 -5.5141  -0.89
C -1.5961 0.2830 -4.9928  -0.65
C -1.6969 0.0883 -3.6253  -1.01
C -1.9825 2.4921 -0.1997  0.42
C -3.0499 3.0520 0.4972  -0.81
C -2.8855 4.2579 1.1657  -1.24
C -1.6531 4.8958 1.1698  -0.95
C -0.5706 4.3241 0.5093  -0.85
C -0.7316 3.1292 -0.1654  0.83
C -3.8050 -2.6398 0.4400  0.34
C -4.9613 -3.4002 0.5340  -0.97
C -5.0197 -4.4431 1.4462  -1.09
C -3.9339 -4.7482 2.2510  -1.26
C -2.7697 -4.0193 2.1142  -0.25
C -2.7113 -2.9504 1.2149  0.73
P -1.0436 -2.2105 1.0049  1.77
C -0.4105 -1.9924 2.6893  0.58
C 0.9643 -1.7435 2.8225  0.26
C 1.5165 -1.5005 4.0653  -0.68
C 0.6978 -1.4869 5.1918  -1.04
C -0.6666 -1.7099 5.0640  -0.87
C -1.2256 -1.9537 3.8152  -1.00
C -0.2998 -3.7471 0.4146  1.55
C -0.5485 -4.1162 -0.9103  -0.71
C -0.1121 -5.3430 -1.3775  -0.67
C 0.5720 -6.2059 -0.5224  -0.90
C 0.7972 -5.8477 0.8016  -0.65
C 0.3643 -4.6157 1.2773  -0.38
H -6.2584 -1.8612 -1.0968  0.56
H -7.5853 -0.0320 -1.9453  0.47
H -6.5580 2.1896 -2.3670  0.52
H -4.1585 2.5063 -1.9477  0.54
H -2.0227 3.3294 -2.6398  0.47
H -1.8569 3.6666 -5.0791  0.51
H -1.5629 1.7301 -6.5845  0.46
H -1.5017 -0.5675 -5.6584  0.55
H -1.6754 -0.9183 -3.2121  0.36
H -4.0107 2.5568 0.5277  0.51
H -3.7244 4.6940 1.6937  0.47
H -1.5338 5.8340 1.6988  0.52
H 0.4005 4.8043 0.5317  0.34
H 0.1261 2.6837 -0.6550  -0.54
H -5.8121 -3.2368 -0.0961  0.44
H -5.9260 -5.0345 1.5096  0.47
H -3.9824 -5.5615 2.9639  0.52
H -1.9001 -4.2883 2.6990  0.51
H 1.5999 -1.7398 1.9427  -0.25
H 2.5806 -1.3200 4.1635  0.55
H 1.1271 -1.3087 6.1712  0.48
H -1.3021 -1.6965 5.9411  0.51
H -2.2931 -2.1090 3.7320  0.45
H -1.1020 -3.4465 -1.5655  0.32
H -0.3097 -5.6375 -2.4021  0.52
H 0.9112 -7.1702 -0.8851  0.46
H 1.3049 -6.5323 1.4716  0.50
H 0.5323 -4.3447 2.3134  0.32
C 7.3225 2.3029 2.3883  -1.06
O 5.8983 2.2404 2.2713  -0.35
C 5.1782 3.3075 2.7207  0.57
C 5.7156 4.4977 3.1697  -0.46
C 4.8766 5.5179 3.6124  -0.93
C 3.5131 5.3393 3.6049  -1.27
C 2.9696 4.1467 3.1323  -0.42
C 3.8002 3.1343 2.6806  0.40
N 3.3759 1.8893 2.1080  0.00
C 2.1438 1.4831 1.7689  -0.44
N 1.1971 1.7634 2.6508  0.73
C -0.1615 1.4757 2.6072  0.53
C -0.7913 0.6652 1.7139  -0.16
C -2.1565 0.3905 1.9106  1.00
C -2.8567 0.9355 2.9562  -1.95
C -2.2313 1.8081 3.8338  -1.11
C -0.8939 2.0841 3.6499  1.28
O -0.1383 2.9038 4.4070  -0.40
C -0.7287 3.7354 5.4210  -0.91
N 1.9324 0.8078 0.6495  0.47
C 3.0960 0.7610 -0.1859  -1.11
C 4.0023 -0.2840 -0.1391  0.24
C 5.1523 -0.2691 -0.9222  -1.45
C 5.3864 0.8123 -1.7576  -1.29
C 4.5073 1.8935 -1.7804  -0.68
C 3.3818 1.8873 -0.9675  0.05
O 2.5355 2.9303 -0.8229  0.63
C 2.9173 4.1707 -1.4230  -1.40
H 7.6862 1.3054 2.1694  0.26
H 7.6172 2.5816 3.4000  0.41
H 7.7404 3.0109 1.6713  0.40
H 6.7887 4.6407 3.1734  0.51
H 5.3028 6.4540 3.9492  0.42
H 2.8606 6.1272 3.9595  0.45
H 1.8923 4.0407 3.0964  0.33
H 4.1285 1.3952 1.6534  0.59
H 1.5034 2.2033 3.5040  0.70
H -2.6931 -0.2667 1.2376  -0.11
H -3.9051 0.6921 3.0934  0.57
H -2.7938 2.2509 4.6435  0.41
H 0.0126 3.8371 6.2051  0.31
H -1.6297 3.2999 5.8435  0.38
H -0.9541 4.7129 4.9989  0.32
H 3.8124 -1.0997 0.5453  0.80
H 5.8671 -1.0808 -0.8509  0.61
H 6.2845 0.8445 -2.3651  0.50
H 4.7338 2.7499 -2.4039  0.57
H 2.2354 4.9182 -1.0342  0.22
H 2.8281 4.1260 -2.5115  0.38
H 3.9376 4.4399 -1.1548  0.42
N 2.0372 0.1967 -3.9423  0.19
C 1.6063 1.4979 -4.0613  -2.01
C 0.9107 1.7591 -2.9282  -0.02
N 0.8987 0.6387 -2.1236  1.18
C 1.5992 -0.2747 -2.7673  -0.94
C 1.9478 -1.5240 -2.1366  -0.80
N 1.5753 -1.7751 -0.8999  1.18
C 2.2653 -2.9138 -0.5269  -0.33
C 3.0194 -3.3509 -1.5620  -1.71
N 2.8023 -2.4565 -2.5829  0.14
H 2.5898 -0.2903 -4.6278  0.23
H 1.8149 2.1047 -4.9288  0.51
H 0.4388 2.6830 -2.6521  0.43
H 2.2103 -3.3332 0.4566  0.57
H 3.6761 -4.2007 -1.6565  0.52
H 3.2420 -2.4994 -3.4869  0.22

Cartesian forces (eV/Å) of the 6 atoms listed first:
-0.7 -0.2 0.5
0.1 -0.3 -0.6
-0.3 0.0 0.2
-0.2 0.0 -0.1
0.0 -0.1 0.0
0.0 0.1 0.0

***

Entry 2:
A molecular structure, C64H63OP3SiZr. Source: the Open Molecules 2025 dataset; level of theory: the ωB97M-V functional and the def2-TZVPD basis.

Energy above the lowest of the compared OMol25 structures with the same formula, charge and spin   0.0 kJ/mol
Electronic energy   -106452.2134 eV
Total charge   +2
2S+1   1
HOMO energy   -13.1 eV
Frontier orbital gap   7.47 eV

Last column: Mulliken charge in e.
CARTESIAN COORDINATES (ANGSTROEM)
Zr 0.1843 -0.6937 0.6660  -2.82
C 5.3212 0.0475 5.2299  -1.75
C 4.3500 -0.8560 4.4395  1.48
C 4.5774 -2.3323 4.8224  -1.61
C 4.5921 -0.6829 2.9543  1.35
C 5.8970 -0.7935 2.4788  -0.30
C 6.2137 -0.6589 1.1423  -1.69
C 5.1933 -0.4436 0.2403  -0.25
C 3.8733 -0.3519 0.6683  -0.56
P 2.6033 -0.1696 -0.6203  3.20
C 3.2315 -1.2964 -1.9064  0.54
C 3.6989 -0.8779 -3.1491  -0.66
C 4.2200 -1.8111 -4.0416  -0.79
C 4.2785 -3.1549 -3.6997  -0.91
C 3.8229 -3.5738 -2.4537  -0.97
C 3.2987 -2.6497 -1.5660  -0.20
C 2.8387 1.5161 -1.2599  0.52
C 2.2192 1.8631 -2.4644  -0.80
C 2.3165 3.1539 -2.9588  -1.02
C 3.0204 4.1177 -2.2437  -0.97
C 3.6274 3.7826 -1.0420  -0.80
C 3.5391 2.4843 -0.5478  -0.80
C 3.5836 -0.4489 2.0276  -1.13
O 2.2210 -0.3336 2.4210  0.63
C 1.9556 -0.1989 3.8109  -1.06
C 0.6721 0.1819 4.1916  -0.05
C 0.3663 0.3167 5.5403  -0.04
C 1.3022 0.0289 6.5082  -1.79
C 2.5607 -0.3725 6.1088  -0.48
C 2.9258 -0.4662 4.7689  1.17
P -0.7216 0.3656 3.0356  2.35
C -1.8461 -0.8964 3.7136  0.68
C -1.6759 -2.1697 3.1862  0.69
C -2.3509 -3.2672 3.6921  -0.25
C -3.2454 -3.0770 4.7355  -1.03
C -3.4528 -1.8039 5.2554  -0.92
C -2.7495 -0.7147 4.7543  -0.34
C -1.4238 1.9698 3.4608  0.58
C -2.7822 2.2108 3.2557  -0.36
C -3.3119 3.4546 3.5612  -0.85
C -2.4855 4.4674 4.0313  -0.82
C -1.1243 4.2410 4.1930  -0.75
C -0.5888 2.9940 3.9039  -1.22
H 6.3606 -0.2171 5.0296  0.42
H 5.1730 -0.0602 6.3048  0.41
H 5.1767 1.0991 4.9657  0.39
H 5.5923 -2.6433 4.5625  0.42
H 3.8736 -2.9848 4.2981  0.25
H 4.4445 -2.4760 5.8976  0.42
H 6.6918 -1.0044 3.1854  0.44
H 7.2418 -0.7377 0.8070  0.46
H 5.4148 -0.3597 -0.8172  0.64
H 3.6897 0.1676 -3.4247  0.51
H 4.5899 -1.4785 -5.0060  0.48
H 4.6888 -3.8756 -4.4008  0.42
H 3.8796 -4.6201 -2.1757  0.48
H 2.9741 -2.9808 -0.5837  0.54
H 1.6646 1.1145 -3.0248  0.85
H 1.8451 3.4104 -3.9020  0.50
H 3.1011 5.1287 -2.6300  0.45
H 4.1804 4.5307 -0.4845  0.47
H 4.0263 2.2352 0.3868  0.41
H -0.6256 0.6401 5.8298  0.55
H 1.0537 0.1058 7.5599  0.47
H 3.2960 -0.6185 6.8657  0.43
H -1.0262 -2.3037 2.3313  -0.97
H -2.1984 -4.2558 3.2751  0.40
H -3.7897 -3.9249 5.1359  0.44
H -4.1601 -1.6579 6.0628  0.47
H -2.9076 0.2691 5.1789  0.55
H -3.4285 1.4276 2.8719  0.49
H -4.3722 3.6351 3.4262  0.50
H -2.9033 5.4384 4.2683  0.44
H -0.4801 5.0323 4.5566  0.48
H 0.4692 2.8120 4.0572  0.42
C -5.1540 -0.0117 -2.2937  -1.65
C -5.1676 -0.7059 -0.9458  1.21
C -6.3836 -1.2213 -0.4980  -0.78
C -6.5237 -1.8343 0.7392  -1.00
C -5.4301 -1.9385 1.5857  -0.95
C -4.2088 -1.4465 1.1610  0.43
C -4.0577 -0.8423 -0.0917  -0.23
P -2.3940 -0.2164 -0.4595  2.42
C -2.1695 -0.5182 -2.2507  2.16
C -2.4009 -1.8606 -2.5863  -1.94
C -2.1263 -2.3544 -3.8465  -0.92
C -1.5860 -1.4994 -4.8005  -0.99
C -1.4096 -0.1604 -4.4955  -0.60
C -1.7233 0.3751 -3.2411  0.63
C -1.6917 1.8891 -3.1196  -1.40
C -2.4966 1.5570 -0.1090  0.21
C -3.6978 2.2654 -0.0398  -0.28
C -3.6839 3.6256 0.2231  -1.03
C -2.4681 4.2693 0.4402  -1.14
C -1.2802 3.5542 0.3985  -0.55
C -1.2805 2.1906 0.1191  1.37
C 0.0114 1.4275 -0.0263  -1.21
H -6.1410 0.4029 -2.5026  0.58
H -4.9135 -0.7099 -3.0992  0.32
H -4.4314 0.8018 -2.3441  0.13
H -7.2512 -1.1199 -1.1434  0.51
H -7.4906 -2.2193 1.0436  0.43
H -5.5231 -2.4041 2.5611  0.54
H -3.3559 -1.5317 1.8125  -0.09
H -2.8165 -2.5313 -1.8373  0.60
H -2.3316 -3.3925 -4.0849  0.53
H -1.3431 -1.8670 -5.7916  0.46
H -1.0626 0.5175 -5.2704  0.51
H -1.8835 2.3250 -4.1007  0.72
H -0.7248 2.2793 -2.7865  -0.05
H -2.4483 2.2683 -2.4419  0.09
H -4.6442 1.7560 -0.1930  0.30
H -4.6158 4.1810 0.2627  0.45
H -2.4478 5.3341 0.6523  0.43
H -0.3348 4.0602 0.5719  0.63
H 0.8350 2.0063 0.3891  1.23
H 0.2207 1.3201 -1.0983  0.17
C -1.1382 -4.8180 0.6723  -1.10
Si 0.4991 -4.0636 0.2156  0.53
C 1.4547 -5.3000 -0.7914  -1.43
C 1.4360 -3.6140 1.8121  -1.04
C 0.1694 -2.4509 -0.6761  1.16
H -1.0039 -5.6247 1.4047  0.41
H -1.6017 -5.2583 -0.2213  0.39
H -1.8489 -4.0880 1.0803  0.00
H 1.0130 -6.2937 -0.6599  0.49
H 2.5123 -5.3640 -0.5095  0.33
H 1.4023 -5.0480 -1.8572  0.44
H 2.2766 -4.2958 1.9905  0.64
H 0.7945 -3.6698 2.6971  0.55
H 1.8884 -2.6127 1.7820  0.18
H -0.7768 -2.5867 -1.1920  -0.71
H 0.9020 -2.2996 -1.4754  0.14

Cartesian forces (eV/Å) of the 6 atoms listed first:
0.7 0.5 -0.4
0.0 0.0 0.0
0.0 0.0 0.0
0.0 0.0 0.0
0.0 0.0 0.1
0.1 0.0 0.0

***

Entry 3:
12 unconnected molecules or ions with the total composition C64H68F12O8. Source: the Open Molecules 2025 dataset; level of theory: the ωB97M-V functional and the def2-TZVPD basis.

Electronic energy   -116460.1579 eV
SMILES   CCOC(=O)C(F)(F)F.CCOC(=O)C(F)(F)F.CCOC(=O)C(F)(F)F.CCOC(=O)C(F)(F)F.c1ccccc1.c1ccccc1.c1ccccc1.c1ccccc1.c1ccccc1.c1ccccc1.c1ccccc1.c1ccccc1
2S+1   1
HOMO energy   -9.2 eV
Frontier orbital gap   9.79 eV

Last column: Mulliken charge in e.
CARTESIAN COORDINATES (ANGSTROEM)
C -2.4717 -5.2470 -0.1078  -1.13
C -2.4455 -3.8600 -0.7689  0.84
O -2.2331 -4.0624 -2.1173  -0.31
C -1.6483 -3.1320 -2.8401  0.19
O -1.2330 -2.0537 -2.5005  -0.28
C -1.4874 -3.6593 -4.3363  0.77
F -0.9292 -4.8794 -4.3986  -0.25
F -2.7066 -3.7295 -4.8697  -0.30
F -0.7654 -2.8695 -5.1042  -0.12
H -2.3367 -5.1963 0.9688  0.13
H -1.6373 -5.8128 -0.5444  0.35
H -3.4354 -5.7160 -0.2944  0.37
H -1.6697 -3.1927 -0.4055  -0.60
H -3.3852 -3.3306 -0.5623  0.25
C -2.9413 -5.1428 7.6264  -1.00
C -2.3598 -4.6547 6.2723  -0.19
O -3.4726 -4.5255 5.3755  -0.23
C -3.2399 -4.7891 4.1152  0.52
O -2.2412 -5.2576 3.6489  -0.57
C -4.4670 -4.2324 3.2501  0.86
F -5.6067 -3.9588 3.9856  -0.26
F -4.1454 -3.2255 2.5103  -0.20
F -4.8984 -5.2299 2.4008  -0.29
H -3.6499 -4.4200 8.0625  0.09
H -2.1779 -5.2316 8.3958  0.39
H -3.4767 -6.1152 7.4610  0.33
H -1.8230 -5.4614 5.7844  0.39
H -1.7802 -3.7370 6.4926  0.17
C 4.6420 -1.1301 -3.3725  -0.93
C 3.5665 -0.6563 -4.3878  0.54
O 4.0781 -0.8516 -5.6899  -0.40
C 3.3171 -0.8065 -6.7471  0.26
O 2.1248 -0.8009 -6.8726  -0.52
C 4.3325 -0.8991 -7.9696  0.92
F 3.7173 -0.6227 -9.1290  -0.25
F 5.3133 0.0376 -7.9087  -0.27
F 4.8951 -2.0813 -8.0159  -0.24
H 4.3224 -0.7231 -2.4259  0.02
H 5.5688 -0.6976 -3.7364  0.47
H 4.8176 -2.2492 -3.3535  0.25
H 3.4032 0.4014 -4.2572  0.38
H 2.6719 -1.2395 -4.2547  -0.21
C 0.8384 0.5811 -2.5544  0.94
C -0.1926 0.6681 -1.4927  0.23
O 0.1038 -0.2440 -0.4420  0.62
C -0.8359 -0.5290 0.4261  0.17
O -1.9859 -0.3933 0.4419  -0.42
C -0.0741 -1.2152 1.6476  0.49
F 1.0710 -0.5877 1.9079  -0.07
F -0.8561 -1.1534 2.7454  -0.25
F 0.0615 -2.5210 1.4030  -0.18
H 0.5643 1.2889 -3.3578  -0.16
H 0.9383 -0.4252 -2.9014  -0.12
H 1.8356 0.9009 -2.1467  -0.94
H -1.1731 0.4560 -1.9637  0.05
H -0.3967 1.6906 -1.1615  -0.45
C -3.4457 2.5221 -0.4432  -0.80
C -2.8586 3.0724 -1.5646  0.21
C -2.8169 4.4372 -1.7781  -0.53
C -3.3115 5.2609 -0.7719  -0.30
C -3.9125 4.7272 0.3804  -0.75
C -3.9821 3.3455 0.5256  -0.19
H -3.4241 1.4166 -0.3321  0.39
H -2.4392 2.4274 -2.2905  0.63
H -2.1442 4.8194 -2.5283  0.48
H -3.1562 6.3479 -0.8286  0.36
H -4.3482 5.3588 1.1998  0.36
H -4.3823 2.9423 1.4670  0.32
C -2.9915 1.9723 -5.3876  -0.83
C -2.4214 2.6742 -6.4318  -0.32
C -1.2273 2.3095 -7.0536  -0.82
C -0.5693 1.1879 -6.5514  0.06
C -1.1149 0.4408 -5.5285  -0.34
C -2.3251 0.8479 -4.9288  -0.27
H -3.9651 2.2633 -4.9372  0.41
H -2.9724 3.5158 -6.8565  0.31
H -0.8605 2.8947 -7.8864  0.47
H 0.2757 0.7604 -7.1562  0.29
H -0.6245 -0.4398 -5.1842  0.44
H -2.7863 0.3240 -4.1243  0.65
C 1.9343 3.5921 1.2775  -0.90
C 1.8735 4.9080 1.6015  -0.37
C 0.5763 5.4914 1.8213  -0.82
C -0.5622 4.7168 1.6932  -0.55
C -0.4934 3.3981 1.2626  -0.04
C 0.7584 2.8600 1.1046  1.29
H 2.9006 3.1750 1.0404  0.20
H 2.8440 5.4128 1.6026  0.43
H 0.4072 6.5793 2.0462  0.31
H -1.5589 5.2090 1.8219  0.27
H -1.3448 2.8139 1.0752  0.81
H 0.9953 1.8434 0.8421  -0.61
C 1.8011 -4.5129 -0.5942  -0.51
C 1.7835 -5.8781 -0.8448  -0.64
C 2.0881 -6.3277 -2.1171  -0.56
C 2.1864 -5.4207 -3.1649  -0.74
C 2.1139 -4.0869 -2.9064  -0.21
C 1.9265 -3.6035 -1.6500  -0.03
H 1.6729 -4.1108 0.4097  0.42
H 1.7028 -6.4745 0.0645  0.43
H 2.1453 -7.3901 -2.3269  0.35
H 2.3022 -5.7356 -4.1642  0.51
H 2.2962 -3.3760 -3.6798  0.43
H 1.9030 -2.6042 -1.3638  0.56
C 3.0656 4.3626 -3.4766  -0.22
C 2.0953 4.4338 -2.5498  -0.53
C 0.7796 4.1956 -2.9532  0.23
C 0.5213 3.8913 -4.2574  0.01
C 1.5149 3.8631 -5.2103  -0.32
C 2.8310 4.1010 -4.8106  -0.81
H 4.0850 4.4872 -3.1550  0.38
H 2.3209 4.6720 -1.5332  0.50
H -0.1035 4.1255 -2.2447  -0.15
H -0.5213 3.6256 -4.5750  0.09
H 1.3225 3.6862 -6.2819  0.36
H 3.6709 3.9665 -5.5038  0.41
C 0.9897 1.8269 5.1669  -0.75
C 0.6479 1.5409 6.4530  -0.25
C 0.5751 2.5133 7.4137  -0.55
C 1.0110 3.7716 7.1196  -0.31
C 1.4350 4.1329 5.8435  -0.66
C 1.3869 3.1477 4.8584  0.18
H 0.9944 1.0999 4.3781  0.52
H 0.3727 0.5007 6.6231  0.44
H 0.1816 2.3005 8.4131  0.34
H 0.9778 4.5992 7.8143  0.33
H 1.7993 5.1333 5.6942  0.42
H 1.6966 3.3174 3.8413  0.33
C -4.5160 -1.9673 8.5792  -0.61
C -4.9448 -1.7864 7.2803  -0.27
C -4.1964 -1.0814 6.3972  -0.45
C -3.0249 -0.4628 6.8226  -0.45
C -2.5969 -0.5759 8.1397  -0.31
C -3.3419 -1.3696 9.0078  -0.35
H -5.0492 -2.6039 9.2731  0.45
H -5.8469 -2.2798 6.9083  0.33
H -4.4640 -1.0455 5.3077  0.37
H -2.5363 0.2012 6.1248  0.52
H -1.7405 -0.0477 8.5457  0.38
H -3.0897 -1.3591 10.0565  0.40
C 6.2674 1.3497 0.3439  -0.68
C 5.4599 2.0125 -0.5622  -0.68
C 4.1141 1.6205 -0.7237  0.30
C 3.6335 0.5532 0.0569  1.06
C 4.4677 -0.0863 1.0047  -1.01
C 5.7412 0.3257 1.1354  -0.60
H 7.2664 1.6841 0.5865  0.38
H 5.8724 2.8795 -1.1076  0.36
H 3.3616 2.1841 -1.2996  -0.20
H 2.5549 0.2711 -0.0401  0.05
H 4.0862 -0.9470 1.5403  0.43
H 6.4200 -0.1467 1.7639  0.45

Cartesian forces (eV/Å) of the 6 atoms listed first:
0.4 0.6 -0.4
-0.4 0.2 2.6
-0.1 -0.1 -2.4
1.0 0.1 -0.8
-0.4 -0.6 -0.1
-0.3 -0.4 0.7